# 1
Here is a molecular structure, C5H10NO5P at a distorted geometry from the OMol25 dataset. Energies are from ωB97M-V with the def2-TZVPD basis set.

The geometry in XYZ format:
```
22
Properties=species:S:1:pos:R:3:mulliken_charge:R:1
C 0.6970 1.8699 -0.0903 0.4240
C -0.0887 0.1322 -2.2087 -1.4185
C -1.3678 -1.3039 0.4564 -1.3201
C -1.2779 0.6416 1.6919 -1.0644
C 0.1956 0.3763 -0.2828 0.7266
N -1.0627 0.0941 0.3224 -0.1492
O 1.8510 2.0654 0.3988 -0.8056
O 2.8009 -0.2195 -0.6067 -0.6152
O 1.5352 -1.2787 1.5320 -0.7494
O -0.1090 2.7734 -0.3241 -0.7290
O 1.2245 -2.2840 -0.7863 -0.7926
P 1.4324 -1.0211 0.0383 0.7325
H 0.0399 0.9880 -2.6920 0.4540
H -1.0126 -0.3209 -2.3062 0.3640
H 0.7151 -0.5780 -2.5011 0.3584
H -1.2756 -1.6904 -0.5994 0.3166
H -0.6020 -1.7650 1.0430 0.4420
H -2.3268 -1.5101 0.9205 0.3849
H -0.4290 0.6287 2.3720 0.2471
H -1.5510 1.6813 1.5513 0.3396
H -2.1304 0.1756 2.0363 0.5017
H 2.7419 0.5448 0.0347 0.3526
```

Values from the calculation:
2S+1: 1
Relative energy (zero: lowest compared OMol25 entry of this formula, charge and spin): 6.9 kcal per mole
E_LUMO: 6.45 eV
HOMO energy: -0.5 eV
Total charge: -2

***

# 2
Here is CH2OS2 in the gas phase at a distorted geometry from the OMol25 dataset. Energies are from ωB97M-V with the def2-TZVPD basis set.

The geometry in XYZ format:
```
6
Properties=species:S:1:pos:R:3:mulliken_charge:R:1
C 1.2821 0.1333 0.0289 -0.2861
O -1.5270 -0.5077 -0.3030 -0.3076
S -3.0244 -0.3339 0.0942 0.0103
S -0.1173 1.0451 -0.0547 0.0355
H 1.1971 -0.9408 -0.0307 0.2597
H 2.1895 0.6040 0.2654 0.2882
```

Values from the calculation:
2S+1: 1
Relative energy (zero: lowest compared OMol25 entry of this formula, charge and spin): 103.1 kcal per mole
E_LUMO (spin up / spin down): -1.24 / -1.31 eV
HOMO energy (spin up / spin down): -8.2 / -7.6 eV

***

# 3
Here is a molecular structure, C42H34N6O4PRuS from the OMol25 dataset. Energies are from ωB97M-V with the def2-TZVPD basis set.

The geometry in XYZ format:
```
89
Properties=species:S:1:pos:R:3:mulliken_charge:R:1
Ru 0.6401 -0.5752 0.0281 -0.9280
O 2.7218 -0.0678 0.2253 -0.1391
C 3.4263 0.9191 0.6454 -1.3556
C 3.0834 2.1267 1.2931 2.0423
C 4.1628 3.0349 1.4705 -1.1812
C 3.9861 4.3114 1.9451 -0.5678
C 2.7235 4.8004 2.2863 -0.7771
C 1.6641 3.9137 2.1993 0.0487
C 1.8015 2.5853 1.7844 -0.1928
O 0.6647 1.9086 1.9026 -0.3909
N 5.1482 5.1749 2.0828 0.9909
O 6.2523 4.7424 1.7778 -0.6655
O 4.9819 6.3112 2.5050 -0.6775
H 4.5066 0.8100 0.4676 0.0957
H 5.1559 2.7197 1.1826 0.5147
H 2.5924 5.8162 2.6223 0.4696
H 0.6656 4.2267 2.4786 0.4579
C -4.0488 -4.7456 1.1277 -0.5305
C -2.6766 -4.8727 0.9646 -0.8299
C -1.9182 -3.8082 0.4989 -0.1902
C -2.5222 -2.5874 0.1948 0.5168
C -3.9057 -2.4751 0.3475 -0.3719
C -4.6632 -3.5436 0.8110 -0.8204
P -1.4979 -1.2040 -0.4692 3.6679
C -2.6688 0.2027 -0.3404 0.0679
C -3.0226 0.9901 -1.4293 -0.8380
C -3.7877 2.1374 -1.2521 -0.5008
C -4.2124 2.5078 0.0125 -0.5355
C -3.8802 1.7179 1.1057 -0.7552
C -3.1163 0.5772 0.9291 -0.1701
C -1.4802 -1.5331 -2.2615 -0.7887
C -2.5055 -2.0759 -2.9862 0.0287
C -2.3958 -2.1711 -4.3914 -1.1459
C -1.2834 -1.6924 -5.0274 -0.7658
C -0.2073 -1.1253 -4.2999 1.4037
C 0.9477 -0.6029 -4.9293 -1.2552
C 1.9468 -0.0743 -4.1608 -0.7376
C 1.8718 -0.0859 -2.7504 -0.3659
C 0.7913 -0.6078 -2.0797 1.0084
C -0.2904 -1.0809 -2.8859 -0.8130
H -4.6364 -5.5789 1.4957 0.3574
H -2.1846 -5.8081 1.2041 0.4111
H -0.8509 -3.9138 0.3608 0.0976
H -4.4041 -1.5475 0.1035 0.3738
H -5.7350 -3.4300 0.9242 0.3993
H -2.6656 0.7329 -2.4189 0.2921
H -4.0190 2.7605 -2.1068 0.3547
H -4.7671 3.4258 0.1543 0.3062
H -4.1884 2.0106 2.1018 0.3510
H -2.8564 -0.0313 1.7881 0.4678
H -3.4034 -2.4232 -2.4873 0.4820
H -3.2058 -2.6075 -4.9648 0.3238
H -1.2087 -1.7407 -6.1094 0.3689
H 1.0161 -0.6154 -6.0120 0.3452
H 2.8236 0.3512 -4.6385 0.4093
H 2.7009 0.3181 -2.1781 0.2830
S 1.2787 -2.5615 1.1995 -0.5108
C 1.4957 -2.5307 -0.5114 -0.1160
N 2.8476 -2.4108 -0.9820 0.2054
C 3.2274 -2.8670 -2.1812 -0.1348
C 2.4190 -3.6605 -2.9284 -0.9163
C 1.1191 -3.9099 -2.3662 -0.1174
N 0.6809 -3.4194 -1.2652 -0.0481
H 3.3466 -1.6535 -0.5244 0.2120
H 4.2214 -2.5748 -2.5000 0.3697
H 2.7143 -4.0405 -3.8930 0.3974
H 0.4293 -4.5640 -2.9010 0.3972
C 2.0730 -0.3000 3.6412 -1.4932
C 0.5940 0.0133 3.4071 2.5441
C 0.1854 1.1165 4.4029 -1.7854
C -0.2954 -1.1915 3.7275 -1.4625
C 0.3006 0.4785 1.9587 0.4309
H 2.2268 -0.6664 4.6633 0.6122
H 2.6757 0.6029 3.5174 0.1867
H 2.4370 -1.0454 2.9376 -0.0365
H 0.2654 0.7353 5.4273 0.4868
H -0.8489 1.4290 4.2319 0.2961
H 0.8186 1.9988 4.3174 0.3167
H -0.1135 -1.5232 4.7551 0.5384
H -0.1392 -2.0355 3.0615 0.0417
H -1.3509 -0.9060 3.6564 0.2165
H -0.7808 0.6213 1.9451 -0.4840
N 0.1080 1.3492 -0.5772 -0.1982
C -0.1820 2.4324 -0.8415 1.0664
C -0.5320 3.7614 -1.1015 0.0284
C -0.2206 4.3723 -2.3345 -0.0632
N 0.0166 4.8848 -3.3442 -0.6974
C -1.2486 4.4804 -0.1192 -0.1162
N -1.8364 5.0770 0.6794 -0.8132
```

Values from the calculation:
2S+1: 2
Relative energy (zero: lowest compared OMol25 entry of this formula, charge and spin): 38.7 kcal per mole
E_LUMO (spin up / spin down): 4.15 / 4.15 eV
HOMO energy (spin up / spin down): -0.3 / -2.1 eV
Total charge: -2
<S²>: 0.79

***

Number 1 is which compound?
C5H10NO5P

***

relative energy (zero: lowest compared OMol25 entry of this formula, charge and spin) of number 2 (CH2OS2)?
103.1 kcal per mole

***

Which of these has the highest 2S+1?
C42H34N6O4PRuS